Run a
This record from the Open Molecules 2025 dataset describes an isolated ion of composition C4H6NO and charge +1. The level of theory is ωB97M-V/def2-TZVPD.

Computed properties:
Orbital gap = 9.60 eV
Molar mass = 84.1 g mol⁻¹
Net charge = +1
SMILES string = Cc1c(=O)[n+]1C

XYZ file:
```
12
Properties=species:S:1:pos:R:3:lowdin_charge:R:1
C -0.82336 0.73796 0.00354 0.04
C -1.99812 0.14725 -0.54609 -0.11
C 0.12392 1.82353 0.22936 0.06
C -0.64350 -1.63176 0.96277 0.04
N -1.08571 -0.53815 0.28208 0.11
O -3.15873 0.08568 -1.19149 0.10
H 1.04852 1.57539 0.73040 0.11
H -0.35074 2.63900 0.78671 0.13
H 0.34893 2.37068 -0.68747 0.13
H -1.31787 -2.48217 0.70943 0.16
H -0.59542 -1.41574 1.98153 0.11
H 0.37986 -1.70656 0.70230 0.12
```


Run b
This record from the Open Molecules 2025 dataset describes an isolated ion of composition C4H6NO and charge +1. The level of theory is ωB97M-V/def2-TZVPD.

Computed properties:
Orbital gap = 9.63 eV
Molar mass = 84.1 g mol⁻¹
Net charge = +1

XYZ file:
```
12
Properties=species:S:1:pos:R:3:lowdin_charge:R:1
C -0.02771 0.36082 -0.11756 0.08
C -2.53858 -0.30493 0.58867 0.03
C -1.46327 0.56892 -0.02915 -0.14
C 2.14152 -0.47092 -0.24929 -0.04
N -2.73870 -0.17956 -0.62377 0.27
O 0.77445 -0.68926 -0.17351 0.02
H 0.63552 1.38376 -0.04231 0.21
H -2.86718 -0.56323 1.55586 0.14
H -1.59089 1.57386 -0.03617 0.09
H 2.45642 -1.25953 0.37990 0.11
H 2.58057 0.48078 -0.13480 0.10
H 2.63785 -0.90072 -1.11788 0.12
```


Quick look at relative energies in eV: run a 0.000; run b 0.983.


Run a
This record from the Open Molecules 2025 dataset describes a 2-piece molecular cluster, C3H6NO overall. The level of theory is ωB97M-V/def2-TZVPD.

Computed properties:
Orbital gap = 8.43 eV
Molar mass = 72.1 g mol⁻¹
Net charge = +1

XYZ file:
```
11
Properties=species:S:1:pos:R:3:lowdin_charge:R:1
C 1.74519 -0.28326 -0.45244 -0.20
C -2.24985 0.86612 0.59845 0.15
C 2.97746 -0.55151 -0.37358 0.08
N -1.89227 -0.28036 0.15847 0.18
O 0.60811 0.02438 -0.66834 0.09
H -3.25355 1.26187 0.90290 0.15
H -1.46585 1.54497 0.75766 0.10
H 3.32895 -1.27333 0.30192 0.08
H 3.61935 0.05414 -0.97400 0.10
H -2.55852 -1.06537 -0.17301 0.21
H -0.85903 -0.29765 -0.07803 0.08
```


Run b
This record from the Open Molecules 2025 dataset describes C3H6NO as an isolated structure. The level of theory is ωB97M-V/def2-TZVPD.

Computed properties:
Orbital gap = 10.12 eV
Molar mass = 72.1 g mol⁻¹
Net charge = +1

XYZ file:
```
11
Properties=species:S:1:pos:R:3:lowdin_charge:R:1
C -1.20974 1.32918 0.20060 0.14
C 1.77746 0.42081 0.16521 0.09
C -1.25888 0.19260 -0.09948 -0.18
N -0.94608 -1.16917 -0.11681 0.12
O 1.49311 -0.74253 0.01776 0.10
H -1.47616 2.35743 -0.01701 0.08
H 1.04323 1.01733 -0.35738 0.08
H -1.17985 -1.79517 0.68417 0.19
H -1.10845 -1.39085 -1.10528 0.17
H 2.50061 0.79698 0.84766 0.13
H 0.36476 -1.01662 -0.21944 0.09
```


Quick look at relative energies in eV: run a 0.000; run b 2.476.


Run a
This record from the Open Molecules 2025 dataset describes a 6-piece molecular cluster, C2H16O5S overall. The level of theory is ωB97M-V/def2-TZVPD.

Computed properties:
Orbital gap = 9.68 eV
Molar mass = 152.2 g mol⁻¹
Net charge = 0
SMILES string = CSC.O.O.O.O.O

XYZ file:
```
24
Properties=species:S:1:pos:R:3:lowdin_charge:R:1
C -2.24264 0.31304 0.13785 -0.20
S -0.50520 1.44960 0.49421 0.65
C -0.84945 1.94737 -1.49377 -0.24
H -1.81920 -0.21385 -0.71786 0.00
H -2.28566 -0.26970 1.03048 -0.01
H -3.06997 0.99627 -0.00038 0.04
H -1.71328 2.58945 -1.43390 0.02
H -1.05738 1.04330 -2.06021 0.03
H 0.10530 2.45038 -1.57142 0.01
H -0.08514 -1.43707 -2.18902 -0.01
H -0.30693 -2.59807 -3.17562 0.04
O -0.75305 -2.04371 -2.52925 -0.07
H 1.46521 1.50481 2.51214 0.00
H 0.59327 0.62055 3.35926 0.03
O 1.50726 0.91739 3.28304 -0.08
H 2.41806 -0.83076 1.62435 0.04
H 3.57836 0.09313 1.73551 0.05
O 3.09835 -0.42013 1.07175 -0.06
H -0.80082 -2.86624 0.73247 0.05
H -0.71804 -1.37583 0.96838 -0.03
O -0.93272 -2.19952 1.42037 -0.06
H 2.04540 -0.20120 -0.68154 0.00
H 0.80739 0.52341 -1.04484 -0.10
O 1.52088 0.00737 -1.47202 -0.10
```


Run b
This record from the Open Molecules 2025 dataset describes a 6-piece molecular cluster, C2H16O5S overall. The level of theory is ωB97M-V/def2-TZVPD.

Computed properties:
Orbital gap = 9.05 eV
Molar mass = 152.2 g mol⁻¹
Net charge = 0
SMILES string = CCS.O.O.O.O.O

XYZ file:
```
24
Properties=species:S:1:pos:R:3:lowdin_charge:R:1
C -0.65872 -1.64081 -1.68590 -0.17
C -0.41533 -0.13799 -1.54436 -0.64
S 1.21220 0.32732 -2.18441 0.72
H 0.16521 -2.21946 -1.27035 0.06
H -0.77582 -1.91618 -2.73585 0.07
H -1.57789 -1.93058 -1.17408 0.07
H -1.27147 0.45243 -1.86433 0.07
H -0.47459 0.05260 -0.47422 0.00
H 0.98582 1.48409 -2.84372 -0.15
H -0.92869 3.23109 0.17500 0.07
H 0.28235 2.39689 -0.10888 0.02
O -0.65924 2.39522 -0.23790 -0.07
H 0.14892 -1.14160 2.73527 0.07
H -0.85596 -0.66873 1.65785 -0.01
O -0.13175 -1.29322 1.82310 -0.07
H 2.38063 0.98733 1.07556 0.01
H 1.15367 0.57459 1.74869 0.00
O 1.66125 1.37865 1.56051 -0.05
H -1.85571 1.27485 0.83863 0.01
H -3.02493 0.43615 1.40508 0.08
O -2.07781 0.63127 1.52603 -0.05
H 1.49572 -1.32116 0.65619 -0.01
H 2.78585 -2.12776 0.49887 0.06
O 2.43629 -1.22500 0.42320 -0.09
```


Quick look at relative energies in eV: run a 1.792; run b 0.000.


Run a
This record from the Open Molecules 2025 dataset describes C4H4BrI as an isolated structure. The level of theory is ωB97M-V/def2-TZVPD.

Computed properties:
Orbital gap = 8.46 eV
Molar mass = 258.9 g mol⁻¹
Net charge = 0

XYZ file:
```
10
Properties=species:S:1:pos:R:3:lowdin_charge:R:1
C -0.00906 1.01627 0.84884 0.03
C -0.19716 0.16721 -0.17541 -0.28
C -1.40247 -1.46340 -1.60843 -0.66
C -1.30564 -0.26917 -0.92194 -0.89
Br -2.78622 0.79133 -0.81907 0.78
I -2.94645 -1.98292 -2.92368 0.78
H 0.95428 1.39891 1.22019 0.07
H -0.85569 1.37028 1.35925 0.02
H 0.65061 -0.29958 -0.72371 0.12
H -0.71223 -2.30120 -1.66601 0.02
```


Run b
This record from the Open Molecules 2025 dataset describes one molecule with the formula C4H4BrI. The level of theory is ωB97M-V/def2-TZVPD.

Computed properties:
Orbital gap = 8.39 eV
Molar mass = 258.9 g mol⁻¹
Net charge = 0

XYZ file:
```
10
Properties=species:S:1:pos:R:3:lowdin_charge:R:1
C -0.94467 0.97907 -0.01776 -0.71
C -0.88812 -0.33430 -0.02927 -0.85
C 1.24466 0.50788 0.11664 0.08
C 0.52601 -0.81172 -0.09307 -0.32
Br -2.13090 2.36116 -0.00041 0.74
I -2.55714 -1.69668 0.00953 0.72
H 1.75795 0.97955 -0.69658 0.06
H 1.49850 0.80697 1.11423 0.06
H 0.74202 -1.56000 0.67142 0.10
H 0.75168 -1.23196 -1.07474 0.11
```


Quick look at relative energies in eV: run a 0.000; run b 1.834.


Run a
This record from the Open Molecules 2025 dataset describes one molecule with the formula C3H3IS. The level of theory is ωB97M-V/def2-TZVPD.

Computed properties:
Orbital gap = 8.94 eV
Molar mass = 198.0 g mol⁻¹
Net charge = 0
SMILES string = CSC#CI

XYZ file:
```
8
Properties=species:S:1:pos:R:3:lowdin_charge:R:1
C -1.00222 -0.92338 0.03531 -0.50
C -2.07492 -0.41383 0.20926 -0.80
C 1.45504 0.24254 -0.06002 -0.41
S 0.76795 -1.43172 -0.04387 0.77
I -3.67083 0.80688 0.01644 0.84
H 1.47151 0.52558 -1.00390 -0.05
H 2.48393 0.31559 0.39093 0.06
H 0.56953 0.87834 0.45586 0.09
```


Run b
This record from the Open Molecules 2025 dataset describes C3H3IS as an isolated structure. The level of theory is ωB97M-V/def2-TZVPD.

Computed properties:
Orbital gap = 7.81 eV
Molar mass = 198.0 g mol⁻¹
Net charge = 0

XYZ file:
```
8
Properties=species:S:1:pos:R:3:lowdin_charge:R:1
C -2.14691 1.10958 1.65116 -0.24
C -3.01600 1.73666 1.12208 -0.92
C 0.52859 -0.11390 0.40621 -0.43
S -0.34078 -0.37491 2.04647 0.67
I -4.60146 2.80813 0.57200 0.85
H 0.66651 0.94804 0.31074 0.01
H -0.07115 -0.47841 -0.35983 0.00
H 1.60204 -0.31063 0.65190 0.05
```


Quick look at relative energies in eV: run a 0.000; run b 1.984.


Run a
This record from the Open Molecules 2025 dataset describes a 2-piece molecular cluster, C5H14NO2 overall. The level of theory is ωB97M-V/def2-TZVPD.

Computed properties:
Orbital gap = 7.21 eV
Molar mass = 120.2 g mol⁻¹
Net charge = -1

XYZ file:
```
22
Properties=species:S:1:pos:R:3:lowdin_charge:R:1
C 0.40017 -0.23192 -0.60026 -0.28
C -0.60887 -0.39575 -1.74951 -0.38
C 0.06865 -0.24356 -3.15178 -0.08
C -1.73305 0.67316 -1.59434 -0.09
N 0.41718 -1.37456 0.28640 -0.07
C 0.95550 -0.92479 1.65326 -0.50
O 0.04516 -0.27122 2.37836 -0.30
H 1.41213 -0.09405 -1.01113 0.10
H 0.18858 0.70823 -0.07872 0.10
H -1.08850 -1.36303 -1.71128 0.11
H 1.12990 -0.05930 -3.00587 0.06
H -0.35285 0.62638 -3.66318 0.05
H -0.12631 -1.07773 -3.83697 0.06
H -1.91661 0.90185 -0.54461 0.07
H -1.41976 1.61196 -2.06550 0.07
H -2.64142 0.30398 -2.08510 0.06
H -0.56146 -1.48342 0.55643 0.08
H 1.32759 -1.86791 2.08795 0.07
H 1.84950 -0.32199 1.38002 0.09
H 0.36299 1.27876 2.34296 -0.04
H 0.34197 2.36689 3.42452 0.00
O 0.49966 2.28430 2.47303 -0.18
```


Run b
This record from the Open Molecules 2025 dataset describes C5H14NO2 as an isolated structure. The level of theory is ωB97M-V/def2-TZVPD.

Computed properties:
Orbital gap = 5.42 eV
Molar mass = 120.2 g mol⁻¹
Net charge = -1

XYZ file:
```
22
Properties=species:S:1:pos:R:3:lowdin_charge:R:1
C -0.47303 0.08035 -1.88452 -0.43
O 0.20305 1.02481 -2.66822 -0.35
C -0.49572 0.29022 -0.33023 -0.17
C -0.56590 -0.95797 0.45167 -0.27
C 0.47715 -1.36042 1.46335 -0.16
C 0.76233 -0.42565 2.62571 0.06
N -2.31384 -1.20249 2.17833 -0.17
H -0.07010 -0.90406 -2.00795 0.06
H -1.52590 0.00542 -2.22302 0.09
H -1.39449 0.93412 -0.13750 0.13
H 0.46454 0.61963 -0.21529 0.07
H -0.54531 -1.88619 -0.10785 0.11
H -1.43306 -1.14525 1.07333 -0.04
H -0.20927 -1.34194 2.55788 0.15
H 1.17145 -2.08669 1.04774 0.12
H 0.33034 0.59245 2.48311 0.10
H 1.66242 -0.53544 3.22441 0.07
H -2.38765 -0.30503 2.71679 -0.05
H -2.31006 -1.95509 2.84005 -0.09
H 2.20948 2.93487 -2.45371 -0.02
H 1.53673 1.65373 -2.05237 -0.03
O 2.35554 2.23490 -1.82551 -0.18
```


Run c
This record from the Open Molecules 2025 dataset describes a 2-piece molecular cluster, C5H14NO2 overall. The level of theory is ωB97M-V/def2-TZVPD.

Computed properties:
Orbital gap = 6.98 eV
Molar mass = 120.2 g mol⁻¹
Net charge = -1

XYZ file:
```
22
Properties=species:S:1:pos:R:3:lowdin_charge:R:1
C 1.07871 -0.92470 -2.31847 -0.17
N 0.96632 -0.87785 -0.86274 -0.10
C -1.20346 2.23545 -0.33572 -0.12
C -0.91744 0.79071 -0.69952 -0.24
C 0.55088 0.48647 -0.43056 -0.34
C 0.84641 0.68283 1.19346 -0.39
O 0.01506 0.09549 2.09185 -0.33
H 0.16136 -0.46833 -2.80976 0.07
H 1.24819 -1.99416 -2.57996 0.08
H 1.89268 -0.27467 -2.60814 0.06
H 0.26440 -1.52254 -0.55649 0.06
H -2.28672 2.36973 -0.19185 0.07
H -0.67996 2.57358 0.54620 0.04
H -0.96163 2.96741 -1.12579 0.07
H -1.47204 0.05554 -0.09931 0.11
H -1.14577 0.60173 -1.76758 0.09
H 1.27707 1.11515 -0.97529 0.12
H 1.87620 0.28469 1.38054 0.09
H 0.68038 1.75988 1.31799 0.05
H -0.46664 -2.56597 0.87166 -0.04
H -0.72196 -1.24427 1.76423 0.00
O -1.07199 -2.21646 1.51563 -0.18
```


Quick look at relative energies in eV: run a 0.000; run b 7.352; run c 0.601.